[1]
Molecular formula: C3H6S3
Method: DFT, the ωB97M-V functional and the def2-TZVPD basis

XYZ file:
```
12
Properties=species:S:1:pos:R:3:forces:R:3:lowdin_charge:R:1
C 0.7827 -1.3889 -0.5870 0.436 -0.995 0.005 -0.397
C -1.7186 -0.1741 0.0234 -0.308 1.147 -0.493 -1.610
C 0.4606 1.5097 0.6188 0.043 -0.060 -0.835 -0.389
H 1.6307 -1.0944 0.0505 -0.356 0.015 -0.409 0.035
H 0.9705 -2.4292 -0.9561 -0.150 0.836 0.367 0.048
H 0.6634 -0.7633 -1.4674 -0.012 0.210 0.143 0.040
H 1.2648 1.0256 0.0950 0.368 -0.353 0.016 0.002
H 0.3814 1.1466 1.6343 -0.256 0.004 0.119 0.051
H 0.7077 2.5558 0.5783 -0.037 0.543 0.326 0.027
S -0.7489 -1.5198 0.3748 0.453 -1.130 0.291 0.818
S -3.3375 -0.2552 0.0053 -0.517 -0.421 0.126 0.582
S -1.0569 1.3873 -0.3699 0.337 0.204 0.344 0.792
```
Forces are in eV/Å.

Properties
Relative energy (zero: lowest compared OMol25 entry of this formula, charge and spin), eV: 0.589
HOMO, eV: -8.347
Frontier orbital gap, eV: 8.14

[2]
Molecular formula: C31H49Cl3O30S3
Method: DFT, the ωB97M-V functional and the def2-TZVPD basis

XYZ file:
```
116
Properties=species:S:1:pos:R:3:forces:R:3:lowdin_charge:R:1
C 1.1026 0.4135 1.0823 1.169 -0.295 0.846 -1.525
Cl 0.2424 1.1930 -0.1672 -0.608 0.792 -0.605 0.564
Cl 2.2381 1.5482 1.9714 -0.627 -0.659 -0.622 0.454
Cl 2.0180 -0.9482 0.3530 -0.211 0.337 0.636 0.488
H 0.4094 0.0617 1.8463 0.273 -0.177 -0.253 0.018
C -2.4397 -3.2564 -5.8355 0.534 0.091 -0.355 -0.009
C -3.7208 -3.9342 -6.2883 1.515 3.391 -0.182 -0.399
C -3.7224 -4.7986 -7.4962 -1.528 -0.809 -0.970 -0.045
O -4.6173 -5.8507 -7.0440 0.094 -1.096 -0.644 0.070
C -4.8451 -5.7502 -5.7388 -2.382 -1.151 1.213 -0.538
O -5.6786 -6.3846 -5.0971 2.439 1.300 -1.487 0.126
O -4.0852 -4.7511 -5.2790 -0.978 -1.919 3.207 0.089
H -2.4893 -2.9510 -4.7903 -0.353 -0.179 0.005 0.088
H -2.2387 -2.3357 -6.3833 0.115 -0.199 -0.291 0.088
H -1.6069 -3.9547 -5.9192 0.170 0.114 -0.101 0.088
H -4.4624 -3.1375 -6.3465 -0.367 0.025 -0.406 0.161
H -2.7745 -5.2011 -7.8535 -0.012 -0.063 0.260 0.140
H -4.3338 -4.4089 -8.3100 0.770 0.504 -0.237 0.141
C -8.5415 -2.2399 1.6637 -0.217 0.519 -0.310 -0.014
C -7.4876 -1.5953 2.5942 0.115 -1.463 0.161 -0.286
C -6.0177 -2.1344 2.5346 -3.039 -0.565 -1.255 -0.075
O -5.3081 -0.9567 2.3386 4.150 -1.889 1.120 0.104
C -6.0403 0.0977 2.2382 1.378 3.194 -0.489 -0.648
O -5.6269 1.2335 2.1422 -0.525 -1.304 0.070 0.141
O -7.2615 -0.2803 2.1741 -4.408 1.324 -0.090 0.108
H -8.5607 -3.3173 1.5000 0.700 -0.077 0.437 0.083
H -8.4388 -1.7804 0.6806 0.305 -0.062 -0.114 0.088
H -9.5762 -2.0142 1.9215 0.125 0.285 0.517 0.078
H -7.7798 -1.6192 3.6440 -0.445 0.333 -0.034 0.149
H -6.0428 -2.6930 1.5989 0.949 -0.551 0.227 0.132
H -5.8584 -2.7223 3.4385 0.930 0.267 -0.266 0.141
C -0.0776 -4.4609 10.1366 0.626 0.190 -1.392 -0.002
C 0.4222 -5.1454 8.8306 1.160 -0.261 0.696 -0.295
C -0.0751 -6.5444 8.5391 -1.014 0.245 0.298 -0.079
O -0.3464 -6.4690 7.1578 -0.501 -4.787 0.305 0.105
C -0.0995 -5.3505 6.6261 0.001 2.625 -2.878 -0.637
O -0.1758 -5.1326 5.4337 0.224 0.201 1.600 0.134
O 0.1908 -4.4698 7.5834 -0.122 1.905 0.720 0.097
H 0.5646 -3.6010 10.3270 -0.350 0.329 -0.214 0.078
H 0.0675 -5.0559 11.0383 -0.209 -0.550 -0.354 0.084
H -1.1207 -4.1732 10.0056 0.056 0.075 0.237 0.089
H 1.5068 -5.2527 8.8152 0.207 0.349 0.669 0.148
H -1.0414 -6.7840 8.9828 0.210 -0.136 0.457 0.139
H 0.6941 -7.2820 8.7680 -0.302 -0.175 -0.160 0.140
C 8.0089 8.9716 -0.3648 -1.996 -0.668 0.920 -0.003
C 7.7360 8.4823 1.0956 0.269 -1.637 -0.367 -0.259
C 7.0993 7.0661 1.3406 0.314 -0.249 -2.307 -0.098
O 8.0014 6.3909 2.1850 0.060 -0.369 1.432 0.062
C 9.1786 7.0324 2.2053 2.224 -0.945 1.973 -0.547
O 10.2159 6.6116 2.7227 -2.906 1.066 -1.590 0.119
O 9.0273 8.2236 1.6459 1.133 1.429 0.164 0.069
H 8.4224 9.9745 -0.4715 0.481 -0.355 0.402 0.084
H 7.0374 9.0427 -0.8539 -0.209 -0.028 -0.141 0.075
H 8.5313 8.1695 -0.8861 0.402 0.359 0.069 0.090
H 7.0968 9.0548 1.7677 0.742 1.186 -0.246 0.145
H 7.1706 6.3880 0.4902 -0.818 0.549 -0.777 0.132
H 6.0681 7.1516 1.6831 0.302 -0.341 0.465 0.132
C -0.6383 4.1511 7.6546 0.660 0.382 0.014 -0.025
C -0.5689 2.8055 8.3302 -1.563 -0.501 1.168 -0.259
C -0.7527 2.7656 9.9036 1.334 1.235 -1.443 -0.099
O -1.8612 1.9350 10.1554 0.179 0.092 0.562 0.065
C -2.5409 1.6999 9.0037 -1.037 -1.404 0.597 -0.543
O -3.6418 1.1801 8.9710 2.321 1.250 -0.245 0.136
O -1.7512 2.0194 7.9818 0.055 0.126 -1.638 0.071
H -1.5871 4.2676 7.1310 0.016 0.312 0.333 0.098
H 0.1697 4.2862 6.9355 -0.123 -0.321 -0.274 0.078
H -0.4023 4.9180 8.3924 -0.645 0.288 0.030 0.081
H 0.3497 2.3204 8.0001 -0.373 -0.633 0.176 0.144
H -0.9225 3.7614 10.3130 -0.314 0.052 -0.081 0.123
H 0.2379 2.4805 10.2578 -0.510 -0.894 0.797 0.127
C -2.4048 -8.5987 -0.2353 1.370 0.103 0.207 -0.003
C -1.1191 -8.6960 -1.0703 -0.973 0.570 -0.229 -0.339
C -0.4039 -7.4135 -1.3498 -0.271 1.357 -1.176 -0.091
O 0.9589 -7.8112 -1.5148 -0.448 1.324 -0.760 0.097
C 1.1088 -8.8964 -0.8294 5.106 -3.329 1.976 -0.544
O 2.2476 -9.3943 -0.5909 -4.695 1.489 -0.732 0.081
O -0.0791 -9.3761 -0.3931 0.644 -1.138 0.479 0.091
H -3.1193 -7.8754 -0.6284 -0.001 -0.300 -0.358 0.089
H -2.0802 -8.1973 0.7248 -0.215 -0.195 0.273 0.088
H -2.8211 -9.5983 -0.1111 -0.203 0.240 0.028 0.087
H -1.3242 -9.1787 -2.0258 0.058 -0.363 -0.031 0.156
H -0.4414 -6.6773 -0.5469 -0.187 -0.015 0.073 0.145
H -0.6941 -6.9815 -2.3075 -0.192 0.263 0.248 0.141
C 8.4076 -0.2001 -3.5613 -0.837 1.885 1.186 -0.170
C 7.7254 1.1605 -2.9928 -1.544 -1.906 0.224 -0.176
O 7.7806 2.1373 -3.9949 1.656 0.442 -2.694 -0.212
S 8.5217 1.5659 -5.3934 2.793 0.738 0.924 0.757
O 9.4997 2.4977 -5.9703 -1.837 -1.825 2.293 -0.250
O 7.6084 1.0279 -6.3356 -0.640 -0.425 0.786 -0.225
O 9.3172 0.3235 -4.4945 -0.372 1.514 -2.065 -0.212
H 7.7350 -0.9254 -4.0191 -0.220 0.252 0.031 0.122
H 8.9417 -0.6537 -2.7265 0.207 -0.041 -0.327 0.125
H 8.1038 1.4718 -2.0191 0.892 0.319 -0.458 0.121
H 6.6503 1.1217 -2.8176 -0.104 -0.949 0.106 0.120
C 2.2225 6.5868 -8.3282 -0.155 1.529 -0.784 -0.184
C 3.3898 6.2386 -7.4248 0.439 0.392 0.168 -0.213
O 2.8479 5.3051 -6.5530 -1.368 -2.664 1.348 -0.199
S 1.4996 4.5800 -7.2110 0.001 -0.407 -0.421 0.725
O 0.5180 4.1849 -6.2266 1.932 0.537 -1.162 -0.228
O 1.9284 3.6480 -8.2657 -0.818 2.139 2.146 -0.245
O 1.0169 6.0132 -7.8022 0.786 -1.734 -0.293 -0.185
H 2.5195 6.1910 -9.2994 -0.885 0.250 -0.311 0.128
H 1.9710 7.6471 -8.3037 0.424 -0.044 -0.546 0.137
H 3.7832 7.0555 -6.8198 -0.255 0.103 0.000 0.133
H 4.2307 5.8188 -7.9769 -0.102 -0.115 -0.138 0.131
C -5.4301 4.1200 -3.5565 -1.287 -0.956 2.512 -0.254
C -5.5236 2.6335 -3.8152 -0.140 -1.549 0.122 -0.156
O -6.2154 2.4184 -5.0851 -0.288 2.890 -0.147 -0.205
S -6.0452 3.8612 -5.9726 -0.560 -2.247 -0.002 0.721
O -7.2946 4.5216 -6.1857 0.583 -0.194 0.831 -0.229
O -5.3256 3.4864 -7.1625 0.252 0.910 1.745 -0.232
O -5.2136 4.6217 -4.7727 1.179 1.700 -5.296 -0.184
H -4.7056 4.4479 -2.8110 0.696 -0.408 -0.479 0.144
H -6.3292 4.6100 -3.1828 -0.693 -0.690 0.265 0.135
H -6.0201 2.1031 -3.0026 -0.280 -0.022 -0.270 0.130
H -4.5933 2.1143 -4.0455 0.543 0.559 0.737 0.131
```
Forces are in eV/Å.

Properties
Relative energy (zero: lowest compared OMol25 entry of this formula, charge and spin), eV: 2.375
HOMO, eV: -10.388
Frontier orbital gap, eV: 10.37

[3]
Molecular formula: C2H7FN2
Method: DFT, the ωB97M-V functional and the def2-TZVPD basis

XYZ file:
```
12
Properties=species:S:1:pos:R:3:forces:R:3:lowdin_charge:R:1
C -1.1148 1.7419 0.2848 0.051 2.372 1.478 0.055
C 0.3660 -0.9099 0.1263 -0.150 1.865 2.795 -0.509
N 1.6819 -0.3991 0.2866 0.883 -0.341 -0.495 0.090
N -0.1387 -1.5070 -0.9599 1.895 1.379 -2.564 0.133
F -0.0561 -1.5959 1.2246 0.509 0.079 0.141 0.027
H -1.7778 1.9625 1.1302 0.448 -0.340 -0.259 -0.014
H -0.6653 2.6226 -0.1742 0.166 -0.307 0.159 -0.021
H -1.3413 0.9595 -0.3241 -0.740 -1.972 -1.535 -0.100
H 1.9939 -0.2232 1.2281 -0.662 -0.821 0.624 0.078
H 1.9496 0.4922 -0.1175 -0.908 -0.284 -0.829 0.078
H -0.8182 -2.1982 -0.9010 -1.211 -1.055 0.311 0.076
H -0.0792 -0.9454 -1.8040 -0.281 -0.575 0.174 0.107
```
Forces are in eV/Å.

Properties
Relative energy (zero: lowest compared OMol25 entry of this formula, charge and spin), eV: 4.788
HOMO (spin up / spin down), eV: -8.408 / -5.897
Frontier orbital gap (spin up / spin down), eV: 9.27 / 6.29

[4]
Molecular formula: C4H8F2N
Method: DFT, the ωB97M-V functional and the def2-TZVPD basis

XYZ file:
```
15
Properties=species:S:1:pos:R:3:forces:R:3:lowdin_spin:R:1
C 0.5485 -0.8116 0.9090 -1.832 -0.378 1.640 0.229
C -0.1244 0.4294 0.3077 2.195 -2.591 2.808 0.348
C 1.9411 -0.3382 0.2723 -0.253 1.918 -1.671 0.229
C 1.2966 0.9534 -0.2521 0.967 -0.356 -0.320 0.277
N -1.0795 0.1486 -0.7808 -2.909 -0.954 -2.247 0.144
F 2.3493 -1.1396 -0.7723 -0.098 0.263 0.842 0.148
F 1.7030 2.1590 0.2743 0.030 0.099 0.924 0.169
H 0.5388 -0.8899 2.0530 0.185 0.540 -1.156 0.036
H 0.2847 -1.8643 0.5901 0.431 1.119 -0.298 0.030
H -0.6900 1.0704 1.1256 0.644 -0.386 -1.426 0.100
H 2.7493 -0.2313 1.0594 -0.610 -0.346 -0.443 0.062
H 1.2523 1.2571 -1.3214 0.045 -0.594 -0.120 0.066
H -1.2482 1.0191 -1.3127 -0.362 -0.127 0.104 0.034
H -2.0199 -0.1442 -0.3419 0.387 0.762 0.021 0.082
H -1.0289 -0.6287 -1.5502 1.180 1.029 1.344 0.046
```
Forces are in eV/Å.

Properties
Relative energy (zero: lowest compared OMol25 entry of this formula, charge and spin), eV: 0.159
HOMO (spin up / spin down), eV: -8.373 / -16.897
2S+1: 3
Frontier orbital gap (spin up / spin down), eV: 4.75 / 6.70
Charge: +1